Run A
Here is an isolated ion of composition C8H8NO and charge +1 from the Open Molecules 2025 dataset. Energies are from ωB97M-V with the def2-TZVPD basis set.

Last column: natural (NBO) charge in e.
Positions of all 18 atoms, in Å:
C (1.642, -0.497, -0.122)  0.000
C (2.170, 0.419, 0.828)  -0.587
C (-1.724, -1.738, -0.828)  -0.265
C (-0.382, -1.835, -1.037)  -0.107
C (-1.938, -0.396, -0.209)  0.144
C (0.294, -0.695, -0.380)  0.032
C (1.579, 0.945, 1.895)  0.811
C (-0.677, 1.604, -0.204)  -0.433
N (-0.687, 0.167, -0.003)  -0.324
O (1.270, 1.417, 2.889)  -0.329
H (2.425, -1.174, -0.636)  0.274
H (3.223, 0.847, 0.845)  0.324
H (-2.592, -2.448, -0.823)  0.277
H (0.102, -2.650, -1.436)  0.242
H (-2.762, 0.161, 0.158)  0.239
H (0.376, 1.964, -0.086)  0.226
H (-0.934, 1.749, -1.292)  0.229
H (-1.384, 2.160, 0.440)  0.247

Summary:
Charge   +1
Multiplicity   1
LUMO (alpha / beta)   -0.208 / -0.208 hartree



Run B
Here is an isolated ion of composition C8H8NO and charge +1 from the Open Molecules 2025 dataset. Energies are from ωB97M-V with the def2-TZVPD basis set.

Last column: natural (NBO) charge in e.
Positions of all 18 atoms, in Å:
C (1.408, 1.132, 0.445)  0.029
C (1.502, 1.262, 1.880)  -0.594
C (0.205, -0.615, -2.443)  -0.279
C (1.098, 0.217, -1.793)  -0.108
C (-0.720, -1.163, -1.473)  0.109
C (0.652, 0.240, -0.405)  0.014
C (1.047, 0.535, 2.887)  0.824
C (-1.251, -0.912, 1.181)  -0.413
N (-0.276, -0.743, -0.300)  -0.303
O (0.613, 0.043, 3.842)  -0.346
H (2.205, 1.727, -0.125)  0.266
H (2.304, 1.910, 2.285)  0.315
H (0.172, -0.687, -3.455)  0.243
H (1.870, 0.810, -2.125)  0.233
H (-1.576, -1.932, -1.580)  0.266
H (-2.132, -1.571, 0.867)  0.248
H (-0.704, -1.432, 2.079)  0.249
H (-1.641, 0.177, 1.465)  0.246

Summary:
Charge   +1
Multiplicity   1
LUMO (alpha / beta)   -0.203 / -0.203 hartree



Energies in hartree, measured from the most stable structure: run A 0.0000; run B 0.0410.



Run A
Here is one molecule with the formula C6H2Cl4S from the Open Molecules 2025 dataset. Energies are from ωB97M-V with the def2-TZVPD basis set.

Last column: natural (NBO) charge in e.
Positions of all 13 atoms, in Å:
S (-2.457, -1.440, 0.719)  0.041
C (-0.904, -0.668, 0.334)  -0.208
C (-0.531, 0.332, 1.162)  -0.213
C (0.743, 0.915, 1.022)  0.008
Cl (1.251, 2.278, 2.143)  -0.005
C (1.508, 0.626, -0.069)  -0.083
Cl (2.616, 1.858, -0.662)  0.044
C (1.146, -0.349, -0.990)  -0.031
Cl (1.898, -0.626, -2.636)  0.026
C (-0.120, -0.966, -0.805)  0.010
Cl (-0.878, -2.069, -2.064)  0.006
H (-3.044, -0.555, -0.128)  0.145
H (-1.227, 0.664, 1.975)  0.260

Summary:
Multiplicity   1
LUMO   -0.006 hartree
Structure (SMILES)   Sc1cc(Cl)c(Cl)c(Cl)c1Cl



Run B
Here is one molecule with the formula C6H2Cl4S from the Open Molecules 2025 dataset. Energies are from ωB97M-V with the def2-TZVPD basis set.

Last column: natural (NBO) charge in e.
Positions of all 13 atoms, in Å:
S (-2.007, -2.777, 0.286)  0.047
C (-1.278, -1.295, -0.291)  -0.200
C (-0.113, -1.373, -1.012)  -0.211
C (0.614, -0.230, -1.356)  -0.057
Cl (2.126, -0.398, -2.159)  0.062
C (0.093, 1.039, -0.962)  -0.060
Cl (1.046, 2.483, -1.322)  0.043
C (-1.182, 1.127, -0.356)  -0.050
Cl (-1.896, 2.717, 0.011)  0.040
C (-1.867, -0.058, -0.008)  -0.052
Cl (-3.447, -0.054, 0.730)  0.050
H (-1.982, -2.450, 1.603)  0.142
H (0.286, -2.349, -1.213)  0.246

Summary:
Multiplicity   1
LUMO   0.006 hartree
Structure (SMILES)   Sc1cc(Cl)c(Cl)c(Cl)c1Cl



Energies in hartree, measured from the most stable structure: run A 0.0334; run B 0.0000.



Run A
Here is one molecule with the formula C9H16Si from the Open Molecules 2025 dataset. Energies are from ωB97M-V with the def2-TZVPD basis set.

Last column: natural (NBO) charge in e.
Positions of all 26 atoms, in Å:
C (0.068, 1.153, -2.403)  -0.194
C (0.022, 1.420, -1.042)  -0.257
C (0.065, -0.159, -2.867)  -0.347
C (-0.291, 0.505, -0.068)  -0.095
C (0.149, -1.217, -2.097)  -0.329
C (0.037, 2.079, 1.908)  -0.595
C (1.394, -0.089, 1.572)  -0.604
C (-1.031, -0.188, 2.220)  -0.604
C (0.040, 0.646, 1.448)  -0.108
Si (-0.400, -2.976, -1.989)  0.828
H (0.161, 1.898, -3.099)  0.202
H (0.021, 2.488, -0.822)  0.209
H (0.164, -0.354, -3.994)  0.226
H (-0.414, -0.424, -0.596)  0.200
H (0.721, 2.717, 1.248)  0.207
H (-1.020, 2.379, 1.885)  0.211
H (0.343, 2.314, 2.826)  0.212
H (2.087, 0.252, 0.791)  0.219
H (1.334, -1.252, 1.601)  0.211
H (1.828, 0.017, 2.561)  0.210
H (-0.747, -1.325, 2.186)  0.210
H (-1.907, 0.048, 1.680)  0.211
H (-1.285, 0.065, 3.303)  0.214
H (0.037, -3.403, -3.350)  -0.153
H (-1.857, -2.977, -1.893)  -0.139
H (0.481, -3.618, -1.007)  -0.144

Summary:
Multiplicity   1
LUMO (alpha / beta)   0.003 / -0.027 hartree



Run B
Here is one molecule with the formula C9H16Si from the Open Molecules 2025 dataset. Energies are from ωB97M-V with the def2-TZVPD basis set.

Last column: natural (NBO) charge in e.
Positions of all 26 atoms, in Å:
C (3.520, -1.072, 1.683)  -0.259
C (2.625, -0.902, 0.878)  0.002
C (1.546, -0.633, -0.201)  -0.541
C (0.244, 0.365, -0.464)  -0.388
C (0.504, 1.624, -0.882)  -0.161
C (1.844, 2.238, -1.173)  -0.670
Si (-1.487, -0.359, 0.120)  1.610
C (-1.663, -1.758, -1.205)  -1.055
C (-2.839, 0.893, -0.010)  -1.161
C (-1.030, -0.819, 1.956)  -1.098
H (4.173, -1.138, 2.433)  0.215
H (2.109, -0.292, -1.094)  0.239
H (1.290, -1.743, -0.274)  0.241
H (-0.335, 2.312, -1.112)  0.195
H (1.772, 3.292, -0.932)  0.226
H (2.521, 1.666, -0.438)  0.219
H (2.228, 1.972, -2.127)  0.225
H (-2.422, -2.684, -0.880)  0.222
H (-1.780, -1.520, -2.163)  0.224
H (-0.748, -2.302, -1.007)  0.227
H (-3.588, 0.812, 0.851)  0.253
H (-2.517, 1.963, 0.130)  0.251
H (-3.267, 0.930, -1.008)  0.249
H (-0.483, -1.846, 1.951)  0.242
H (-0.285, -0.095, 2.317)  0.252
H (-1.931, -0.905, 2.652)  0.241

Summary:
Multiplicity   1
LUMO   0.030 hartree
Structure (SMILES)   C#CC/C(=C\C)[Si](C)(C)C



Energies in hartree, measured from the most stable structure: run A 0.0762; run B 0.0000.



Run A
Here is one molecule with the formula C5H12OS from the Open Molecules 2025 dataset. Energies are from ωB97M-V with the def2-TZVPD basis set.

Last column: natural (NBO) charge in e.
Positions of all 19 atoms, in Å:
C (3.066, 0.973, -0.277)  -0.708
S (1.474, 0.708, 0.650)  0.167
C (0.767, -0.700, -0.027)  -0.591
C (-0.543, -1.198, 0.549)  -0.390
C (-1.595, -0.108, 0.881)  -0.446
C (-1.861, 0.753, -0.266)  -0.088
O (-2.127, 0.146, -1.537)  -0.720
H (3.189, 2.038, -0.117)  0.240
H (3.721, 0.205, 0.120)  0.221
H (2.858, 0.678, -1.301)  0.213
H (0.609, -0.337, -1.075)  0.214
H (1.473, -1.534, -0.011)  0.218
H (-1.032, -1.805, -0.206)  0.213
H (-0.246, -1.687, 1.533)  0.212
H (-1.200, 0.464, 1.706)  0.227
H (-2.450, -0.693, 1.286)  0.200
H (-2.643, 1.547, -0.031)  0.174
H (-0.793, 1.175, -0.533)  0.192
H (-2.669, -0.628, -1.345)  0.453

Summary:
Multiplicity   1
LUMO   0.035 hartree
Structure (SMILES)   CSCCCCO



Run B
Here is a 2-piece molecular cluster, C5H12OS overall from the Open Molecules 2025 dataset. Energies are from ωB97M-V with the def2-TZVPD basis set.

Last column: natural (NBO) charge in e.
Positions of all 19 atoms, in Å:
C (-0.024, 1.032, -1.289)  -0.632
C (1.351, -0.675, 0.089)  -0.600
C (-0.761, -1.392, -0.824)  -0.577
C (-0.823, 0.332, 0.838)  0.366
C (0.002, -0.133, -0.286)  -0.171
O (-0.721, -0.432, 1.928)  -0.650
S (0.575, 2.305, 1.729)  -0.478
H (0.908, 1.246, -1.799)  0.227
H (-0.265, 1.972, -0.696)  0.253
H (-0.855, 0.893, -2.068)  0.202
H (1.980, 0.147, 0.457)  0.217
H (1.736, -1.174, -0.828)  0.216
H (1.137, -1.347, 0.965)  0.227
H (-1.656, -1.023, -1.213)  0.203
H (-0.120, -1.824, -1.504)  0.215
H (-0.873, -1.978, 0.082)  0.210
H (-1.746, 0.860, 0.630)  0.196
H (-1.473, -0.393, 2.399)  0.482
H (1.628, 1.584, 1.389)  0.094

Summary:
Multiplicity   1
LUMO   0.002 hartree



Energies in hartree, measured from the most stable structure: run A 0.0000; run B 0.0412.